2 unconnected molecules or ions with the total composition C7H13N, computed with wB97M-V/def2-TZVPD.

Structure (ORCA input):
```
! wB97M-V def2-TZVPD RIJCOSX def2/J DEFGRID3
* xyz 0 1
C 0.3836 -0.1480 -2.4504
C -0.1586 0.6307 -1.5288
C 0.5731 1.7793 -0.9082
C -1.5504 0.4263 -1.0133
H 1.3840 0.0135 -2.8151
H -0.1503 -0.9784 -2.8820
H -0.0374 2.6852 -0.9361
H 0.7808 1.5398 0.1386
H 1.5155 1.9675 -1.4172
H -2.1792 1.2746 -1.2845
H -1.5362 0.3612 0.0728
H -1.9972 -0.4766 -1.4244
C -0.5220 0.2649 3.3182
C -0.2443 -0.5974 2.5367
C 0.1534 -1.6183 1.5824
N 1.1870 -1.0911 0.7016
H -0.7923 1.0110 4.0038
H -0.7126 -1.8833 0.9657
H 0.4597 -2.5203 2.1473
H 2.0312 -0.8855 1.2214
H 1.4123 -1.7551 -0.0284
*
```

Computed properties:
**HOMO-LUMO gap**: 0.362 Eh
**HOMO level**: -0.3275 hartree
**SMILES**: C=C(C)C.C#CCN
**ΔE to the lowest compared entry with this formula, charge and spin**: 254.18 kJ/mol